Record 1
Entry from the Open Molecules 2025 dataset: C36H90N6NaO16S as an isolated structure (ωB97M-V with the def2-TZVPD basis set).

Output
- Highest occupied orbital energy: -4.91 eV
- Maximum force: 2.90 eV/Å
- 2S+1: 1
- Charge: -1
- Energy relative to the best compared isomer or geometry (same formula, charge and spin): 7.9 kcal/mol
- HOMO-LUMO gap: 6.34 eV

Each line ends with the Löwdin charge.
Positions of all 150 atoms, in Å:
1 Na 26.95 21.20 2.31  0.304
2 S 29.72 21.52 1.94  0.255
3 O 30.27 22.37 3.00  -0.350
4 O 28.65 22.24 1.22  -0.379
5 O 30.81 21.23 1.00  -0.349
6 O 29.12 20.28 2.46  -0.363
7 C 28.70 22.65 -2.06  -0.115
8 O 29.34 23.45 -3.03  -0.188
9 C 29.91 24.64 -2.52  -0.217
10 C 31.06 24.51 -1.51  -0.196
11 N 30.72 24.10 -0.16  -0.032
12 C 29.99 25.05 0.69  -0.180
13 C 30.67 26.41 0.82  -0.211
14 O 31.65 26.31 1.85  -0.168
15 C 32.26 27.53 2.10  -0.146
16 H 27.96 23.19 -1.47  0.097
17 H 29.38 22.20 -1.33  0.055
18 H 28.30 21.79 -2.61  0.086
19 H 29.12 25.22 -2.03  0.111
20 H 30.25 25.19 -3.40  0.113
21 H 31.62 25.44 -1.49  0.097
22 H 31.77 23.76 -1.87  0.113
23 H 30.24 23.21 -0.13  0.038
24 H 29.95 24.55 1.65  0.092
25 H 28.99 25.24 0.27  0.110
26 H 29.92 27.14 1.14  0.106
27 H 31.12 26.78 -0.10  0.106
28 H 31.50 28.29 2.37  0.082
29 H 32.81 27.94 1.24  0.082
30 H 32.97 27.49 2.92  0.081
31 C 23.57 15.81 2.65  -0.144
32 O 24.88 15.78 2.19  -0.185
33 C 25.24 16.85 1.33  -0.196
34 C 25.47 18.17 2.11  -0.174
35 N 26.07 19.21 1.30  -0.065
36 C 25.29 19.77 0.22  -0.183
37 C 24.10 20.62 0.65  -0.206
38 O 24.54 21.76 1.39  -0.187
39 C 23.47 22.44 2.00  -0.096
40 H 23.39 14.92 3.26  0.086
41 H 22.83 15.74 1.84  0.087
42 H 23.29 16.65 3.29  0.082
43 H 24.39 17.03 0.66  0.110
44 H 26.10 16.55 0.74  0.125
45 H 26.19 17.97 2.91  0.112
46 H 24.52 18.49 2.55  0.102
47 H 26.99 18.87 0.98  0.078
48 H 24.88 18.93 -0.37  0.115
49 H 25.94 20.33 -0.45  0.127
50 H 23.37 20.04 1.23  0.114
51 H 23.53 20.90 -0.25  0.126
52 H 23.89 23.19 2.67  0.088
53 H 22.84 21.73 2.55  0.086
54 H 22.81 22.91 1.26  0.089
55 C 25.44 20.85 5.12  -0.088
56 O 26.80 20.65 4.80  -0.213
57 C 27.75 21.51 5.45  -0.163
58 C 27.62 23.03 5.19  -0.196
59 N 27.81 23.30 3.76  -0.048
60 C 27.42 24.68 3.43  -0.183
61 C 28.42 25.78 3.81  -0.194
62 O 28.19 26.97 3.07  -0.189
63 C 27.20 27.81 3.53  -0.156
64 H 24.82 20.43 4.33  0.076
65 H 25.21 21.92 5.09  0.082
66 H 25.21 20.29 6.03  0.093
67 H 28.74 21.24 5.10  0.107
68 H 27.58 21.29 6.51  0.121
69 H 28.39 23.54 5.78  0.122
70 H 26.66 23.40 5.57  0.101
71 H 28.82 23.23 3.58  0.053
72 H 26.47 24.88 3.93  0.109
73 H 27.32 24.73 2.35  0.119
74 H 29.46 25.54 3.60  0.123
75 H 28.39 26.03 4.88  0.120
76 H 26.18 27.44 3.36  0.083
77 H 27.23 28.84 3.14  0.082
78 H 27.22 28.04 4.61  0.084
79 C 31.44 20.46 -4.24  -0.108
80 O 32.26 19.75 -3.33  -0.193
81 C 32.47 20.45 -2.12  -0.229
82 C 33.20 19.53 -1.17  -0.207
83 N 33.26 20.15 0.17  -0.024
84 C 33.60 19.17 1.20  -0.199
85 C 34.59 18.06 0.89  -0.247
86 O 34.02 16.98 0.21  -0.194
87 C 34.87 15.90 -0.03  -0.123
88 H 31.08 19.83 -5.05  0.081
89 H 32.01 21.32 -4.60  0.087
90 H 30.58 20.86 -3.70  0.065
91 H 31.52 20.70 -1.64  0.105
92 H 33.03 21.37 -2.28  0.126
93 H 34.24 19.40 -1.50  0.116
94 H 32.65 18.58 -1.14  0.110
95 H 32.27 20.38 0.35  0.041
96 H 32.67 18.63 1.46  0.108
97 H 33.87 19.68 2.13  0.090
98 H 35.13 17.72 1.79  0.119
99 H 35.41 18.53 0.32  0.119
100 H 34.32 15.17 -0.62  0.084
101 H 35.26 15.39 0.86  0.083
102 H 35.71 16.28 -0.63  0.087
103 C 32.21 17.54 4.89  -0.120
104 O 32.51 18.81 5.41  -0.217
105 C 31.74 19.86 4.83  -0.195
106 C 32.38 21.17 5.30  -0.210
107 N 33.56 21.55 4.58  -0.036
108 C 34.72 20.68 4.68  -0.206
109 C 35.89 21.18 3.84  -0.230
110 O 35.49 21.37 2.50  -0.207
111 C 36.58 21.57 1.63  -0.115
112 H 32.83 16.78 5.37  0.083
113 H 32.47 17.48 3.83  0.079
114 H 31.16 17.26 5.06  0.080
115 H 30.71 19.75 5.20  0.118
116 H 31.69 19.81 3.73  0.114
117 H 32.44 21.12 6.40  0.112
118 H 31.62 21.91 5.05  0.099
119 H 33.77 22.53 4.59  0.115
120 H 34.47 19.66 4.39  0.103
121 H 35.05 20.62 5.73  0.115
122 H 36.66 20.40 3.91  0.118
123 H 36.23 22.16 4.19  0.119
124 H 36.13 21.68 0.65  0.088
125 H 37.26 20.70 1.62  0.080
126 H 37.17 22.43 1.97  0.081
127 C 29.24 14.29 3.29  -0.122
128 O 29.31 15.60 3.82  -0.186
129 C 28.64 16.55 3.01  -0.217
130 C 29.55 17.16 1.95  -0.175
131 N 28.84 18.08 1.04  -0.045
132 C 29.64 18.29 -0.16  -0.201
133 C 28.85 19.12 -1.15  -0.211
134 O 27.75 18.49 -1.77  -0.195
135 C 28.12 17.39 -2.58  -0.109
136 H 28.22 13.92 3.22  0.084
137 H 29.76 13.65 4.01  0.083
138 H 29.75 14.19 2.33  0.081
139 H 28.43 17.37 3.71  0.123
140 H 27.63 16.29 2.67  0.102
141 H 29.87 16.29 1.37  0.114
142 H 30.37 17.65 2.48  0.109
143 H 29.01 18.99 1.53  0.042
144 H 30.04 17.38 -0.64  0.116
145 H 30.61 18.77 0.02  0.103
146 H 29.51 19.51 -1.94  0.107
147 H 28.48 20.03 -0.66  0.110
148 H 28.30 16.47 -2.01  0.080
149 H 29.01 17.65 -3.14  0.090
150 H 27.25 17.17 -3.19  0.082

=====

Record 2
Entry from the Open Molecules 2025 dataset: C7H14N3OP as an isolated structure (ωB97M-V with the def2-TZVPD basis set).

Output
- Highest occupied orbital energy: -8.55 eV
- Maximum force: 5.42 eV/Å
- 2S+1: 1
- Energy relative to the best compared isomer or geometry (same formula, charge and spin): 24.0 kcal/mol
- HOMO-LUMO gap: 9.48 eV

Each line ends with the Löwdin charge.
Positions of all 26 atoms, in Å:
1 C -3.00 -0.94 -0.62  -0.122
2 C -3.41 0.30 -0.19  -0.119
3 C -1.39 -0.09 0.52  -0.227
4 C -2.43 2.15 0.93  -0.046
5 C 1.45 -2.03 -0.13  -0.114
6 C 1.42 -0.21 -1.66  -0.150
7 C 1.21 -0.01 2.47  -0.202
8 N -1.67 -1.19 -0.14  0.028
9 N -2.41 0.81 0.54  -0.172
10 N 1.68 -0.58 -0.29  -0.331
11 O 1.13 1.89 0.58  -0.309
12 P 0.89 0.50 0.80  0.660
13 H -3.72 -1.58 -1.23  0.107
14 H -4.24 0.84 -0.36  0.083
15 H -2.90 2.79 0.31  0.054
16 H -3.08 2.30 1.86  0.119
17 H -1.39 2.42 1.12  0.080
18 H 0.41 -2.18 0.03  0.030
19 H 1.84 -2.62 -0.98  0.092
20 H 2.11 -2.26 0.76  0.093
21 H 1.60 0.83 -1.78  0.062
22 H 2.27 -0.72 -2.10  0.085
23 H 0.54 -0.53 -2.18  0.082
24 H 0.95 -1.05 2.70  0.045
25 H 2.35 0.23 2.60  0.092
26 H 0.69 0.76 3.14  0.078

=====

Record 3
Entry from the Open Molecules 2025 dataset: C24H50Cl2O4P2RuSi2 as an isolated structure (ωB97M-V with the def2-TZVPD basis set).

Output
- Highest occupied orbital energy (alpha / beta): -7.22 / -6.74 eV
- Maximum force: 3.72 eV/Å
- 2S+1: 5
- HOMO-LUMO gap (alpha / beta): 6.78 / 2.64 eV

Each line ends with the Löwdin charge.
Positions of all 85 atoms, in Å:
1 Ru 0.04 -0.09 0.08  1.135
2 C -2.57 -1.66 0.36  -0.097
3 C -2.51 -0.36 0.90  -0.260
4 C -1.95 0.49 -0.16  -0.327
5 Si -2.74 0.14 2.69  0.512
6 C -1.56 -0.37 -1.24  -0.324
7 C -1.87 -1.74 -0.86  -0.260
8 Si -1.13 -3.28 -1.65  0.514
9 H -3.07 -2.51 0.85  0.109
10 H -2.07 1.56 -0.24  0.087
11 H -1.34 -0.01 -2.25  0.089
12 Cl 2.94 3.07 -1.35  -0.341
13 C -1.46 -4.74 -0.55  -0.175
14 C -1.86 -3.50 -3.36  -0.172
15 C -3.02 -1.39 3.71  -0.175
16 C -4.15 1.36 2.82  -0.171
17 H -2.88 -3.88 -3.22  0.039
18 H -1.29 -4.24 -3.93  0.037
19 H -1.91 -2.57 -3.93  0.027
20 H -0.90 -4.65 0.39  0.043
21 H -1.15 -5.67 -1.05  0.039
22 H -2.53 -4.80 -0.31  0.035
23 H -5.08 0.79 2.67  0.039
24 H -4.10 2.15 2.06  0.027
25 H -4.18 1.82 3.82  0.038
26 H -3.85 -1.97 3.28  0.034
27 H -3.28 -1.11 4.74  0.039
28 H -2.12 -2.02 3.73  0.043
29 C 0.76 -3.02 -1.73  -0.395
30 C -1.09 0.92 3.27  -0.395
31 P 1.26 -1.29 -2.01  1.036
32 H 1.20 -3.70 -2.47  0.046
33 H 1.17 -3.29 -0.73  0.058
34 P -0.22 1.84 1.96  1.034
35 H -0.42 0.09 3.56  0.059
36 H -1.26 1.55 4.16  0.046
37 C 1.26 2.60 2.78  -0.509
38 C -1.32 3.33 1.64  -0.519
39 C 0.69 -0.94 -3.77  -0.521
40 C 3.11 -1.30 -2.21  -0.512
41 C 3.81 -0.76 -0.96  -0.143
42 H 3.31 -0.59 -3.03  0.106
43 C 3.70 -2.67 -2.53  -0.117
44 H 3.50 -3.36 -1.70  0.080
45 H 4.79 -2.56 -2.61  0.086
46 H 3.34 -3.11 -3.46  0.061
47 H 3.62 0.31 -0.80  0.032
48 H 4.89 -0.89 -1.08  0.085
49 H 3.52 -1.32 -0.06  0.037
50 H -0.40 -1.10 -3.72  0.067
51 C 1.26 -1.90 -4.82  -0.106
52 C 0.97 0.51 -4.17  -0.104
53 H 1.05 -2.96 -4.61  0.066
54 H 2.35 -1.77 -4.93  0.078
55 H 0.80 -1.66 -5.78  0.087
56 H 0.34 1.22 -3.63  0.060
57 H 0.76 0.62 -5.25  0.085
58 H 2.01 0.79 -4.00  0.077
59 H -2.28 2.90 1.30  0.068
60 C -0.76 4.21 0.52  -0.104
61 C -1.59 4.18 2.89  -0.107
62 H -2.03 3.61 3.72  0.066
63 H -2.31 4.97 2.62  0.088
64 H -0.67 4.67 3.24  0.078
65 H -0.80 3.72 -0.46  0.058
66 H 0.29 4.48 0.70  0.077
67 H -1.35 5.13 0.46  0.086
68 C 2.53 1.81 2.46  -0.144
69 C 1.16 2.74 4.30  -0.114
70 H 1.36 3.60 2.32  0.107
71 H 1.12 1.74 4.77  0.082
72 H 0.32 3.34 4.66  0.060
73 H 2.09 3.22 4.65  0.089
74 H 2.42 0.76 2.76  0.052
75 H 3.37 2.23 3.02  0.081
76 H 2.80 1.86 1.39  0.041
77 C 0.56 1.50 -0.98  -0.400
78 H -0.19 1.97 -1.62  0.030
79 H 0.93 2.29 -0.31  -0.097
80 H 1.41 1.26 -1.64  -0.097
81 O 4.40 -0.17 3.87  -0.369
82 Cl 4.98 -0.73 2.60  1.014
83 O 5.11 0.34 1.57  -0.342
84 O 4.11 -1.84 2.08  -0.370
85 O 1.07 -0.97 1.14  -0.482